# 1
# ClNO2S

A single ClNO2S molecule (ωB97M-V/def2-TZVPD, the OMol25 dataset).

```
5
ClNO2S ωB97M-V/def2-TZVPD
N -0.535 0.067 -0.278
O 0.700 0.533 0.140
O -1.478 0.567 0.252
S -0.616 -1.094 -1.440
Cl 1.929 -0.072 1.325
```

As for the SMILES: [O-][N+](=S)OCl. As for the LUMO energy (spin up / spin down): -2.919 / -2.923 eV. As for the relative energy (zero: lowest compared OMol25 entry of this formula, charge and spin): 3.213 eV. Its largest force on an atom is 3.1 eV/Å. The HOMO-LUMO gap (spin up / spin down) comes out at 6.967 / 6.961 eV. Its HOMO energy (spin up / spin down) is -9.9 / -9.9 eV. As for the total charge: 0.

---

# 2
# ClNO4S

A molecular structure, ClNO4S (ωB97M-V/def2-TZVPD, the OMol25 dataset).

```
7
ClNO4S ωB97M-V/def2-TZVPD
N -1.079 0.681 -0.138
O -1.688 0.868 0.860
O -1.219 0.908 -1.297
O 0.275 -2.381 1.020
O 1.577 0.428 1.150
S 0.825 -0.352 0.253
Cl 1.310 -0.151 -1.849
```

As for the LUMO energy (spin up / spin down): -3.230 / -2.905 eV. As for the relative energy (zero: lowest compared OMol25 entry of this formula, charge and spin): 5.462 eV. Its largest force on an atom is 3.6 eV/Å. The HOMO-LUMO gap (spin up / spin down) comes out at 7.381 / 7.626 eV. Its HOMO energy (spin up / spin down) is -10.6 / -10.5 eV. As for the total charge: 0.

---

# 3
# ClNO7

2 unconnected molecules or ions with the total composition ClNO7 (ωB97M-V/def2-TZVPD, the OMol25 dataset).

```
9
ClNO7 ωB97M-V/def2-TZVPD
Cl -0.827 1.467 -0.596
O -2.219 1.826 -0.567
O -0.794 0.063 -0.773
O -0.182 2.173 -1.711
O -0.195 2.032 0.603
N 1.034 -1.901 0.760
O 1.650 -2.798 0.124
O -0.054 -2.105 1.318
O 1.587 -0.757 0.842
```

As for the LUMO energy: 6.692 eV. As for the relative energy (zero: lowest compared OMol25 entry of this formula, charge and spin): 0.548 eV. Its largest force on an atom is 2.8 eV/Å. The HOMO-LUMO gap comes out at 7.572 eV. Its HOMO energy is -0.9 eV. As for the total charge: -2.

---

# 4
# ClO4Sr4

A molecular structure, ClO4Sr4 (ωB97M-V/def2-TZVPD, the OMol25 dataset).

```
9
ClO4Sr4 ωB97M-V/def2-TZVPD
Sr -2.761 2.252 -1.975
Sr 2.736 -0.962 2.415
Sr 0.298 3.099 1.256
Sr 2.033 -3.332 -1.334
Cl -0.503 -0.215 -0.048
O -0.309 1.137 -0.640
O -1.877 -0.483 -0.018
O 0.151 -1.226 -0.874
O 0.232 -0.271 1.220
```

As for the LUMO energy: -24.666 eV. As for the relative energy (zero: lowest compared OMol25 entry of this formula, charge and spin): 2.711 eV. Its largest force on an atom is 3.6 eV/Å. The HOMO-LUMO gap comes out at 9.884 eV. Its HOMO energy is -34.5 eV. As for the total charge: +7.

---

# 5
# ClZr

A molecular structure, ClZr (ωB97M-V/def2-TZVPD, the OMol25 dataset).

```
2
ClZr ωB97M-V/def2-TZVPD
Zr -0.686 -0.306 1.060
Cl 0.686 0.306 -1.060
```

As for the LUMO energy: -22.249 eV. As for the relative energy (zero: lowest compared OMol25 entry of this formula, charge and spin): 2.011 eV. Its largest force on an atom is 5.8 eV/Å. The HOMO-LUMO gap comes out at 7.038 eV. Its HOMO energy is -29.3 eV. As for the total charge: +3.

---

# 6
# Co2H26O21P2

A molecular structure, Co2H26O21P2 (ωB97M-V/def2-TZVPD, the OMol25 dataset).

```
51
Co2H26O21P2 ωB97M-V/def2-TZVPD
Co 0.938 1.677 1.598
Co -0.273 -1.137 2.453
P 0.524 0.803 4.165
O -0.643 -0.285 4.239
O 1.231 0.160 2.905
O 1.225 0.704 5.488
O 0.254 2.187 3.509
P 0.021 -0.126 -0.070
O 1.054 1.038 -0.333
O -0.744 0.451 1.186
O 0.615 -1.394 0.606
O -0.835 -0.318 -1.330
O 0.500 2.542 -2.593
H 0.705 1.885 -1.878
H -0.169 3.106 -2.195
O 1.101 -1.124 -3.231
H 1.890 -1.074 -2.677
H 0.371 -0.877 -2.624
O 0.446 -2.966 3.204
H 0.052 -3.799 2.926
H 1.388 -3.132 3.322
O -2.564 2.468 1.293
H -2.078 1.621 1.156
H -3.450 2.285 0.965
O 0.082 -3.817 -0.813
H -0.685 -3.500 -1.311
H 0.542 -2.992 -0.564
O 3.318 0.211 -1.690
H 3.113 0.571 -2.560
H 2.575 0.527 -1.121
O -1.905 -2.552 -2.459
H -1.500 -1.810 -1.942
H -2.443 -2.106 -3.120
O 3.030 2.013 1.713
H 3.387 2.855 1.415
H 3.690 1.343 1.495
O -3.605 -2.476 0.217
H -3.831 -3.216 -0.353
H -3.196 -1.841 -0.381
O 3.362 -1.848 0.431
H 2.396 -1.678 0.514
H 3.594 -1.453 -0.418
O -3.482 0.599 -1.068
H -3.397 1.377 -1.628
H -2.553 0.311 -0.957
O 0.258 3.634 0.952
H -0.176 3.943 0.153
H 0.283 4.377 1.563
O -1.811 0.898 -3.609
H -1.106 1.550 -3.705
H -1.501 0.386 -2.834
```

The multiplicity is 7. As for the LUMO energy (spin up / spin down): 4.184 / 4.169 eV. Its largest force on an atom is 2.5 eV/Å. The HOMO-LUMO gap (spin up / spin down) comes out at 6.142 / 6.199 eV. Its HOMO energy (spin up / spin down) is -2.0 / -2.0 eV. As for the total charge: -2.

---

# 7
# CoFNO2S2

A molecular structure, CoFNO2S2 (ωB97M-V/def2-TZVPD, the OMol25 dataset).

```
7
CoFNO2S2 ωB97M-V/def2-TZVPD
Co 0.890 -1.628 0.048
F 2.372 0.266 0.828
N -0.243 1.254 -0.390
S 1.173 0.701 -0.786
S -1.432 0.234 0.425
O -0.864 -1.224 0.303
O -2.606 0.351 -0.498
```

The multiplicity is 4. As for the LUMO energy (spin up / spin down): -2.414 / -2.471 eV. As for the relative energy (zero: lowest compared OMol25 entry of this formula, charge and spin): 0.413 eV. Its largest force on an atom is 3.1 eV/Å. The HOMO-LUMO gap (spin up / spin down) comes out at 6.803 / 6.788 eV. Its HOMO energy (spin up / spin down) is -9.2 / -9.3 eV. As for the total charge: 0.

---

# 8
# CoFPb

A molecular structure, CoFPb (ωB97M-V/def2-TZVPD, the OMol25 dataset).

```
3
CoFPb ωB97M-V/def2-TZVPD
Pb -1.037 1.307 -1.869
Co 1.396 -1.578 1.036
F -0.359 0.271 0.834
```

The multiplicity is 4. As for the LUMO energy (spin up / spin down): -16.188 / -18.660 eV. Its largest force on an atom is 2.6 eV/Å. The HOMO-LUMO gap (spin up / spin down) comes out at 10.529 / 6.858 eV. Its HOMO energy (spin up / spin down) is -26.7 / -25.5 eV. As for the total charge: +3.

---

# 9
# CrH17O9

A molecular structure, CrH17O9 (ωB97M-V/def2-TZVPD, the OMol25 dataset).

```
27
CrH17O9 ωB97M-V/def2-TZVPD
Cr 6.683 7.031 5.990
O 5.561 5.325 5.912
H 4.664 4.941 5.939
O 2.713 5.638 6.644
H 2.468 6.274 7.317
H 3.614 5.867 6.415
O 6.759 6.769 3.816
H 7.405 6.130 3.515
H 6.168 6.882 3.072
O 3.424 2.453 5.698
H 2.644 2.700 5.201
H 4.144 2.538 5.072
O 5.926 2.935 4.367
H 6.525 2.804 3.632
H 5.983 3.871 4.559
O 3.304 3.327 8.160
H 3.638 4.203 7.967
H 3.618 2.785 7.436
O 6.421 3.472 7.575
H 5.969 4.251 7.251
H 6.805 3.075 6.794
O 3.663 5.453 3.557
H 4.242 5.362 4.314
H 4.021 4.849 2.907
O 6.134 7.087 8.106
H 6.749 6.686 8.720
H 5.396 7.360 8.650
```

The multiplicity is 5. As for the LUMO energy (spin up / spin down): -6.519 / -6.109 eV. Its largest force on an atom is 3.8 eV/Å. The HOMO-LUMO gap (spin up / spin down) comes out at 5.550 / 5.960 eV. Its HOMO energy (spin up / spin down) is -12.1 / -12.1 eV. As for the total charge: +1.

---

Copy entry 8 word for word.
# CoFPb

A molecular structure, CoFPb (ωB97M-V/def2-TZVPD, the OMol25 dataset).

```
3
CoFPb ωB97M-V/def2-TZVPD
Pb -1.037 1.307 -1.869
Co 1.396 -1.578 1.036
F -0.359 0.271 0.834
```

The multiplicity is 4. As for the LUMO energy (spin up / spin down): -16.188 / -18.660 eV. Its largest force on an atom is 2.6 eV/Å. The HOMO-LUMO gap (spin up / spin down) comes out at 10.529 / 6.858 eV. Its HOMO energy (spin up / spin down) is -26.7 / -25.5 eV. As for the total charge: +3.

---

Number 7 is which compound? CoFNO2S2

---

What did the seventh record say?
# CoFNO2S2

A molecular structure, CoFNO2S2 (ωB97M-V/def2-TZVPD, the OMol25 dataset).

```
7
CoFNO2S2 ωB97M-V/def2-TZVPD
Co 0.890 -1.628 0.048
F 2.372 0.266 0.828
N -0.243 1.254 -0.390
S 1.173 0.701 -0.786
S -1.432 0.234 0.425
O -0.864 -1.224 0.303
O -2.606 0.351 -0.498
```

The multiplicity is 4. As for the LUMO energy (spin up / spin down): -2.414 / -2.471 eV. As for the relative energy (zero: lowest compared OMol25 entry of this formula, charge and spin): 0.413 eV. Its largest force on an atom is 3.1 eV/Å. The HOMO-LUMO gap (spin up / spin down) comes out at 6.803 / 6.788 eV. Its HOMO energy (spin up / spin down) is -9.2 / -9.3 eV. As for the total charge: 0.